A single C21H24N2O2 molecule. Source: the Open Molecules 2025 dataset; level of theory: the ωB97M-V functional and the def2-TZVPD basis.

Last column: natural (NBO) charge in e.
Positions of all 49 atoms, in Å:
C (4.94, 6.28, -2.51)  -0.626
C (4.30, 5.01, -2.00)  -0.017
C (5.09, 3.99, -1.50)  -0.228
C (4.52, 2.82, -1.04)  -0.122
C (3.15, 2.64, -1.07)  -0.040
C (2.53, 1.35, -0.60)  -0.532
C (2.71, 0.29, -1.67)  0.697
O (3.70, 0.19, -2.35)  -0.597
N (1.66, -0.56, -1.90)  -0.621
C (0.44, -0.73, -1.23)  0.139
C (0.34, -0.70, 0.16)  -0.234
C (-0.88, -0.89, 0.78)  -0.189
C (-2.02, -1.14, 0.02)  -0.130
C (-3.36, -1.26, 0.69)  0.667
O (-4.12, -0.31, 0.74)  -0.617
N (-3.66, -2.47, 1.21)  -0.431
C (-2.79, -3.62, 1.21)  -0.214
C (-2.41, -3.99, 2.65)  -0.406
C (-3.67, -4.23, 3.47)  -0.399
C (-4.58, -3.00, 3.41)  -0.405
C (-4.89, -2.66, 1.95)  -0.226
C (-1.92, -1.19, -1.36)  -0.182
C (-0.70, -0.99, -1.98)  -0.188
C (2.36, 3.66, -1.58)  -0.196
C (2.93, 4.83, -2.03)  -0.215
H (5.63, 6.68, -1.77)  0.217
H (4.18, 7.03, -2.73)  0.213
H (5.50, 6.07, -3.42)  0.220
H (6.17, 4.11, -1.47)  0.207
H (5.15, 2.02, -0.65)  0.205
H (3.03, 1.01, 0.31)  0.238
H (1.47, 1.50, -0.39)  0.233
H (1.76, -1.10, -2.75)  0.409
H (1.23, -0.55, 0.76)  0.220
H (-0.95, -0.85, 1.85)  0.219
H (-1.90, -3.41, 0.62)  0.227
H (-3.33, -4.46, 0.75)  0.188
H (-1.79, -4.88, 2.64)  0.212
H (-1.84, -3.18, 3.08)  0.198
H (-3.41, -4.45, 4.51)  0.212
H (-4.21, -5.09, 3.07)  0.194
H (-5.51, -3.18, 3.95)  0.213
H (-4.07, -2.15, 3.87)  0.203
H (-5.46, -1.73, 1.88)  0.250
H (-5.46, -3.47, 1.49)  0.186
H (-2.80, -1.38, -1.95)  0.223
H (-0.63, -1.03, -3.06)  0.210
H (1.28, 3.54, -1.61)  0.207
H (2.29, 5.62, -2.42)  0.207

Values from the calculation:
molar mass	336.435	g mol⁻¹
highest occupied orbital energy	-8.636	eV
structure (SMILES)	Cc1ccc(CC(=O)Nc2ccc(C(=O)N3CCCCC3)cc2)cc1
Kohn-Sham gap	9.299	eV
calculated total energy	-1074.66719	Eh
largest force on an atom	0.7	eV/Å


A gas-phase ion, C3H10N2S (charge +1) at a distorted geometry. Source: the Open Molecules 2025 dataset; level of theory: the ωB97M-V functional and the def2-TZVPD basis.

Last column: natural (NBO) charge in e.
Positions of all 16 atoms, in Å:
N (-1.03, 0.63, -1.52)  -0.692
C (-0.25, -0.22, -0.63)  -0.089
C (0.47, 0.61, 0.42)  -0.537
S (-0.66, 1.05, 1.81)  0.505
C (0.67, -1.12, -1.48)  -0.207
N (1.43, -2.05, -0.66)  -0.811
H (-1.96, 0.37, -1.81)  0.406
H (0.26, 1.46, 2.65)  0.153
H (-1.15, 1.52, -1.04)  0.364
H (-0.87, -0.93, -0.04)  0.200
H (1.37, 0.20, 0.87)  0.291
H (0.76, 1.59, 0.02)  0.263
H (1.38, -0.53, -2.06)  0.215
H (-0.05, -1.49, -2.23)  0.203
H (1.47, -2.96, -1.11)  0.387
H (0.95, -2.22, 0.21)  0.347

Values from the calculation:
molar mass	106.194	g mol⁻¹
highest occupied orbital energy (alpha / beta)	-13.547 / -13.400	eV
net charge	+1
Kohn-Sham gap (alpha / beta)	9.892 / 4.203	eV
calculated total energy	-627.64280	Eh
largest force on an atom	2.0	eV/Å
spin multiplicity	2


A molecular structure, C3H5NO at a distorted geometry. Source: the Open Molecules 2025 dataset; level of theory: the ωB97M-V functional and the def2-TZVPD basis.

Last column: natural (NBO) charge in e.
Positions of all 10 atoms, in Å:
C (1.06, 0.21, 0.33)  0.377
C (-0.51, -0.19, 0.28)  -0.151
C (-1.11, -1.16, -0.42)  -0.460
O (1.40, 0.99, 1.37)  -0.671
N (0.70, 0.88, -0.76)  -0.574
H (1.57, 1.89, 1.04)  0.478
H (0.62, 0.28, -1.57)  0.358
H (-0.97, 0.20, 1.17)  0.232
H (-1.98, -1.66, -0.02)  0.219
H (-0.79, -1.44, -1.41)  0.193

Values from the calculation:
molar mass	71.079	g mol⁻¹
highest occupied orbital energy	-8.135	eV
Kohn-Sham gap	8.229	eV
calculated total energy	-247.14236	Eh
largest force on an atom	3.0	eV/Å


2 unconnected molecules or ions with the total composition C9H16N5 at a distorted geometry. Source: the Open Molecules 2025 dataset; level of theory: the ωB97M-V functional and the def2-TZVPD basis.

Last column: natural (NBO) charge in e.
Positions of all 30 atoms, in Å:
C (2.86, 0.89, -1.46)  0.683
C (-0.99, 0.08, 1.43)  0.356
C (-2.91, 0.59, -1.47)  -0.400
C (-1.51, 0.71, -2.02)  -0.413
C (2.44, -2.20, 1.66)  -0.465
C (-2.66, 1.11, -0.06)  -0.223
C (-0.64, 0.16, -0.96)  -0.239
C (1.95, -0.73, 1.52)  -0.287
C (2.73, -2.05, 0.14)  -0.029
N (3.08, 1.51, -2.47)  -0.645
N (-1.36, 0.56, 0.30)  -0.343
N (2.33, -0.76, 0.22)  -0.081
N (-1.66, 0.26, 2.63)  -0.774
N (2.25, 0.26, -0.62)  -0.383
H (-3.76, 1.08, -1.87)  0.244
H (-3.10, -0.39, -1.34)  0.201
H (-1.53, 0.22, -2.99)  0.250
H (-1.17, 1.84, -2.12)  0.208
H (3.35, -2.31, 2.20)  0.252
H (1.66, -2.93, 1.84)  0.237
H (-2.46, 2.15, -0.05)  0.217
H (-3.55, 0.92, 0.68)  0.215
H (-0.61, -0.92, -1.08)  0.213
H (0.35, 0.65, -0.95)  0.254
H (0.14, -0.39, 1.55)  0.250
H (2.25, -0.04, 2.29)  0.214
H (2.93, -2.85, -0.60)  0.240
H (3.60, 2.37, -2.42)  0.419
H (-2.66, 0.37, 2.50)  0.399
H (-1.36, -0.17, 3.51)  0.432

Values from the calculation:
molar mass	194.262	g mol⁻¹
highest occupied orbital energy	-10.556	eV
net charge	+1
Kohn-Sham gap	7.694	eV
calculated total energy	-625.85487	Eh
largest force on an atom	3.9	eV/Å


A molecular structure, C14H9BiF5I2O4RhS at a distorted geometry. Source: the Open Molecules 2025 dataset; level of theory: the ωB97M-V functional and the def2-TZVPD basis.

Last column: natural (NBO) charge in e.
Positions of all 37 atoms, in Å:
I (-3.13, 0.41, 2.50)  0.593
I (0.83, 1.00, -3.25)  0.553
Bi (0.73, -0.51, -0.73)  1.054
Rh (-0.62, 0.24, 1.46)  0.111
S (-1.66, 1.13, -0.60)  -0.005
C (0.07, 1.37, 2.84)  0.679
C (0.31, -1.11, 2.33)  0.594
C (-1.42, 2.95, -0.56)  -0.101
C (-1.68, 3.51, -1.96)  -0.624
C (-0.05, 3.37, -0.08)  -0.629
C (-2.54, 3.47, 0.35)  -0.632
C (3.42, -1.69, -0.76)  0.475
C (3.09, 1.39, -0.80)  0.454
O (0.95, -1.90, 2.90)  -0.308
O (0.42, 1.94, 3.78)  -0.239
O (4.39, -2.27, -0.87)  -0.321
O (3.64, 2.39, -0.89)  -0.349
H (-1.62, 4.61, -1.91)  0.293
H (-2.69, 3.22, -2.29)  0.258
H (-0.93, 3.14, -2.69)  0.195
H (-0.12, 4.42, 0.22)  0.289
H (0.68, 3.27, -0.88)  0.225
H (0.26, 2.79, 0.79)  0.171
H (-2.48, 4.57, 0.37)  0.297
H (-2.43, 3.08, 1.38)  0.195
H (-3.50, 3.16, -0.06)  0.250
F (-1.37, -2.96, 1.54)  -0.264
C (-0.40, -3.47, 0.73)  0.517
C (0.08, -2.81, -0.38)  -0.585
C (0.75, -3.57, -1.32)  0.482
F (0.98, -3.06, -2.56)  -0.235
C (1.31, -4.81, -0.99)  0.402
F (2.17, -5.39, -1.85)  -0.172
C (1.04, -5.36, 0.26)  0.310
F (1.69, -6.46, 0.67)  -0.189
C (0.10, -4.73, 1.09)  0.419
F (-0.29, -5.32, 2.24)  -0.167

Values from the calculation:
molar mass	933.973	g mol⁻¹
highest occupied orbital energy (alpha / beta)	-22.252 / -22.600	eV
net charge	+4
Kohn-Sham gap (alpha / beta)	5.640 / 5.448	eV
calculated total energy	-2655.94801	Eh
largest force on an atom	6.1	eV/Å
spin multiplicity	5


A single C10H9BrN2 molecule at a distorted geometry. Source: the Open Molecules 2025 dataset; level of theory: the ωB97M-V functional and the def2-TZVPD basis.

Last column: natural (NBO) charge in e.
Positions of all 22 atoms, in Å:
C (-0.52, -0.86, -2.18)  -0.420
N (0.17, -0.05, -1.17)  -0.392
C (1.06, 0.86, -1.50)  0.094
C (1.78, 0.87, -2.65)  0.192
N (2.43, 0.65, -3.59)  -0.281
C (1.23, 2.43, -0.73)  -0.414
Br (0.61, 2.71, 0.98)  0.129
C (-0.18, -0.34, 0.24)  0.167
C (0.81, -0.41, 1.24)  -0.232
C (0.32, -0.70, 2.54)  -0.189
C (-1.01, -0.82, 2.85)  -0.221
C (-1.90, -0.76, 1.84)  -0.182
C (-1.52, -0.49, 0.59)  -0.243
H (0.15, -0.85, -3.12)  0.232
H (-0.68, -1.76, -1.69)  0.223
H (-1.35, -0.26, -2.68)  0.212
H (2.27, 2.85, -1.08)  0.223
H (1.78, -0.12, 0.86)  0.242
H (0.99, -0.83, 3.47)  0.221
H (-1.25, -0.97, 3.88)  0.218
H (-2.90, -0.76, 1.97)  0.206
H (-2.29, -0.38, -0.07)  0.214

Values from the calculation:
molar mass	237.100	g mol⁻¹
highest occupied orbital energy (alpha / beta)	-7.592 / -8.118	eV
structure (SMILES)	CN(/C(C#N)=C\Br)c1ccccc1
Kohn-Sham gap (alpha / beta)	7.197 / 7.609	eV
calculated total energy	-3069.80724	Eh
largest force on an atom	8.3	eV/Å